No. 1
Below is a cluster of 3 separate species, C22H50N4O2Si in total, with properties calculated with wB97M-V/def2-TZVPD.

HOMO-LUMO gap (alpha / beta) in eV: 8.449 / 9.030

Geometry as ORCA input:
```
! RIJCOSX wB97M-V def2-TZVPD def2/J DEFGRID3
* xyz 0 3
C 3.12942 -1.27486 1.68797
C 1.62964 -1.50556 1.69033
N 0.97986 -1.04729 0.45506
Si 0.14733 0.47525 0.49548
C -1.46819 0.27695 1.48546
N -1.87306 -1.09148 1.80955
C -2.31499 -1.83827 0.64268
H 3.35198 -0.22538 1.48379
H 3.61578 -1.87391 0.91428
H 3.58150 -1.53667 2.64561
H 1.40996 -2.56859 1.84423
H 1.18203 -0.98752 2.54685
H 1.61609 -1.13595 -0.32892
H -0.09709 0.89887 -0.90476
H 0.99121 1.52335 1.13927
H -2.27859 0.71400 0.89167
H -1.42654 0.87722 2.39779
H -1.12548 -1.59005 2.27353
H -3.34369 -1.56353 0.39320
H -1.69033 -1.66437 -0.24463
H -2.29579 -2.90741 0.85725
C 1.21489 8.10133 3.04443
C 1.93566 6.76494 3.25327
C 2.86406 6.42396 2.07492
C 2.11001 6.03990 0.80806
C 1.15477 4.88251 1.07032
C 0.15524 5.17837 2.20141
N 0.96403 5.62247 3.39043
O 1.31686 4.69530 4.18590
C -0.87606 6.22445 1.78520
C -0.58846 3.90660 2.59133
C 2.74080 6.84866 4.54601
H 0.27297 8.13046 3.59108
H 1.85026 8.89934 3.42930
H 1.01563 8.32138 1.99793
H 3.49701 5.58706 2.38492
H 3.52065 7.27976 1.89228
H 1.56859 6.90013 0.40449
H 2.82851 5.74712 0.03949
H 0.59418 4.62662 0.16641
H 1.72751 3.99612 1.35839
H -1.49013 6.51912 2.63707
H -1.52931 5.76913 1.03916
H -0.44470 7.11636 1.34306
H 0.10006 3.10868 2.85248
H -1.20012 3.59226 1.74237
H -1.24418 4.08726 3.44388
H 2.08399 7.04217 5.39504
H 3.44752 7.67533 4.45565
H 3.28307 5.92795 4.73832
C -0.66153 -5.71148 -1.27056
C -0.71076 -4.64629 -2.37213
C -2.11265 -4.02482 -2.50276
C -3.13552 -4.97186 -3.11687
C -2.66322 -5.48401 -4.47176
C -1.29042 -6.17408 -4.40426
N -0.35448 -5.21479 -3.71994
O 0.28278 -4.43176 -4.49313
C -1.36873 -7.51470 -3.67714
C -0.75606 -6.42771 -5.80929
C 0.30826 -3.56385 -2.03576
H 0.12587 -6.44009 -1.46084
H -0.43903 -5.21516 -0.32527
H -1.60265 -6.24252 -1.14498
H -2.02169 -3.13424 -3.13220
H -2.43616 -3.69153 -1.51267
H -3.34227 -5.80762 -2.44251
H -4.08284 -4.44298 -3.24155
H -3.38636 -6.18601 -4.89669
H -2.57600 -4.64292 -5.16604
H -0.37048 -7.92471 -3.51913
H -1.92154 -8.20751 -4.31351
H -1.87970 -7.46765 -2.72146
H -0.72279 -5.51278 -6.39328
H -1.40973 -7.14952 -6.30227
H 0.25196 -6.84118 -5.76660
H 1.31582 -3.98271 -2.00092
H 0.06660 -3.15228 -1.05472
H 0.29896 -2.76276 -2.77006
*
```



No. 2
Below is a cluster of 9 separate species, C34H94N8O10 in total at a distorted geometry, with properties calculated with wB97M-V/def2-TZVPD.

Energy above the lowest of the compared OMol25 structures with the same formula, charge and spin in kJ/mol: 0.0
HOMO-LUMO gap in eV: 9.040

Geometry as ORCA input:
```
! RIJCOSX wB97M-V def2-TZVPD def2/J DEFGRID3
* xyz 0 1
C 0.20776 -2.25181 5.32280
C 0.45397 -1.78504 3.91700
O -0.58022 -2.27534 3.10093
O 1.20054 -1.66207 6.15537
H 0.25005 -3.34562 5.35977
H -0.79602 -1.91119 5.59818
H 1.42680 -2.10764 3.51043
H 0.50347 -0.68782 3.87258
H -0.52505 -1.83185 2.23586
H 1.00503 -1.89915 7.06561
C 4.74470 -2.50437 2.63459
C 4.13494 -3.90151 2.57700
C 4.18195 -4.48629 1.19193
O 3.65910 -3.58753 0.25423
C 3.91520 -3.98033 -1.06968
N 4.82714 -4.81108 3.51383
H 5.81030 -2.55516 2.39279
H 4.60761 -2.05738 3.61838
H 4.29687 -1.84688 1.89041
H 3.07964 -3.79559 2.87503
H 3.62285 -5.43996 1.17939
H 5.22222 -4.76606 0.95500
H 4.95939 -4.24375 -1.27954
H 3.67009 -3.15066 -1.73384
H 3.29482 -4.84216 -1.35042
H 4.61442 -5.76431 3.23221
H 4.41197 -4.69282 4.43034
C -8.76881 4.08865 -0.84236
C -7.35855 4.37945 -0.37215
C -7.20747 3.94735 1.07992
O -5.85605 3.80854 1.42262
C -5.65413 3.06851 2.60961
N -6.38128 3.65947 -1.22635
H -9.48378 4.54750 -0.14925
H -8.99070 3.02174 -0.87276
H -8.95491 4.54354 -1.81446
H -7.16667 5.44995 -0.46856
H -7.74813 2.99958 1.24376
H -7.71081 4.66196 1.75286
H -5.80107 3.72680 3.47122
H -4.62839 2.70346 2.58801
H -6.31763 2.20280 2.68783
H -5.68390 3.24534 -0.61103
H -6.81409 2.85710 -1.67375
C -0.27367 -5.19435 1.21197
C -1.60855 -5.61241 1.78733
C -1.63475 -7.10972 2.03745
O -2.95149 -7.55217 2.14819
C -3.06129 -8.95419 2.21716
N -1.94703 -4.90851 3.03633
H -0.24064 -4.12284 1.00917
H -0.04758 -5.71917 0.27671
H 0.54509 -5.40793 1.90918
H -2.41869 -5.42564 1.07420
H -1.04208 -7.31784 2.94659
H -1.11997 -7.61894 1.20673
H -4.12587 -9.17563 2.25280
H -2.59430 -9.34124 3.13135
H -2.60518 -9.43548 1.34448
H -1.18541 -5.15679 3.66585
H -1.85734 -3.90668 2.89658
C -4.45988 -3.93286 -0.58601
C -3.17182 -3.13386 -0.58110
C -2.30499 -3.46552 -1.76390
O -1.09212 -2.74150 -1.62905
C -0.29374 -2.72443 -2.77427
N -3.50136 -1.69213 -0.57780
H -4.31601 -5.01245 -0.55226
H -5.06960 -3.67784 -1.45621
H -5.05081 -3.66284 0.29344
H -2.62074 -3.37834 0.33901
H -2.78284 -3.18389 -2.71126
H -2.09795 -4.54434 -1.77883
H 0.04595 -3.74227 -3.04202
H 0.61902 -2.17396 -2.54849
H -0.81175 -2.33830 -3.65857
H -3.97568 -1.50263 0.30105
H -2.63543 -1.16325 -0.51350
C 3.89670 2.51054 -4.64901
C 3.65743 2.54593 -3.13682
C 4.64647 1.67540 -2.38683
O 4.64883 0.37086 -2.91232
C 5.38786 -0.53450 -2.12878
N 3.77126 3.90151 -2.55576
H 4.15317 1.49871 -4.96080
H 4.69861 3.19659 -4.92511
H 2.98845 2.81407 -5.17200
H 2.64431 2.19568 -2.91916
H 4.41001 1.66765 -1.31871
H 5.64108 2.14684 -2.49465
H 5.55689 -1.40272 -2.76451
H 4.82101 -0.85979 -1.24790
H 6.33861 -0.13445 -1.76164
H 3.07948 4.49123 -3.00790
H 4.67376 4.28712 -2.82060
C 3.82937 2.86546 1.12264
C 5.21528 3.48712 1.14915
C 5.12258 5.00289 1.09556
O 6.34865 5.66201 1.39195
C 7.33535 5.47270 0.39522
N 5.92642 3.00149 2.34769
H 3.18744 3.14878 1.95801
H 3.93708 1.77867 1.14641
H 3.34028 3.12196 0.17781
H 5.78702 3.11649 0.29241
H 4.45553 5.37507 1.88102
H 4.71333 5.35261 0.13709
H 6.95408 5.82684 -0.56935
H 7.66360 4.43122 0.36382
H 8.18074 6.10573 0.65999
H 5.31018 3.14701 3.14806
H 6.69429 3.63320 2.56821
C 2.37157 -0.41412 -0.31577
C 1.05486 -0.22499 0.41398
C 0.14319 0.74754 -0.30422
O -0.96577 1.02168 0.52555
C -1.70279 2.12504 0.08271
N 0.36269 -1.52109 0.58014
H 2.31566 -0.83904 -1.31856
H 3.08464 -0.96882 0.29444
H 2.82932 0.57863 -0.41323
H 1.27676 0.17492 1.40842
H -0.24527 0.28415 -1.22590
H 0.71776 1.65073 -0.55236
H -2.61652 2.21791 0.66511
H -2.01317 2.02408 -0.97171
H -1.11070 3.04782 0.13382
H -0.33948 -1.64413 -0.14126
H 1.01964 -2.28668 0.46478
C -2.76175 5.26996 -1.39607
C -3.36736 5.59363 -2.75231
C -3.21430 4.38733 -3.68099
O -3.68636 4.73571 -4.96944
C -3.57599 3.67664 -5.86908
N -4.78555 5.92612 -2.53682
H -2.54880 6.18072 -0.84213
H -1.84367 4.68649 -1.52743
H -3.41473 4.62749 -0.80115
H -2.88394 6.44376 -3.23839
H -3.81339 3.55755 -3.27619
H -2.15756 4.08634 -3.74836
H -4.13863 2.79230 -5.53522
H -2.53471 3.36376 -6.02947
H -3.98789 3.98344 -6.83042
H -5.23802 6.02956 -3.44252
H -5.22962 5.08720 -2.14073
*
```



No. 3
Below is a structure of composition C27H32ClN2O2Ti at a distorted geometry, with properties calculated with wB97M-V/def2-TZVPD.

Energy above the lowest of the compared OMol25 structures with the same formula, charge and spin in kJ/mol: 119.8
HOMO-LUMO gap in eV: 6.820

Geometry as ORCA input:
```
! RIJCOSX wB97M-V def2-TZVPD def2/J DEFGRID3
* xyz -1 1
Ti -0.21900 0.07550 -0.13620
N 0.48040 -0.01500 1.42780
C 1.44070 0.04280 2.33480
C 2.81250 0.04190 1.96220
C 3.80230 0.09610 2.91260
C 3.49380 0.15790 4.26730
C 2.16240 0.14750 4.65730
C 1.15480 0.08110 3.72410
H 3.04990 -0.00960 0.90310
H 4.84260 0.08820 2.60640
H 4.28290 0.20870 5.00640
H 1.91460 0.18260 5.71280
H 0.11790 0.06500 4.03290
C 2.31980 2.08680 -2.49360
C 2.20480 0.73580 -1.75700
O 3.19030 0.05410 -1.53330
O 1.00490 0.40630 -1.46060
H 3.36330 2.32530 -2.67710
H 1.86000 2.86620 -1.88560
H 1.78190 2.02730 -3.43940
C -4.50800 -3.15190 -4.00150
C -3.61950 -2.09310 -3.40540
C -3.52050 -0.85150 -4.01470
C -2.65920 0.10190 -3.47990
C -2.54810 1.47480 -4.08880
C -1.89170 -0.21630 -2.38090
C -1.96690 -1.46460 -1.70550
C -2.89570 -2.38040 -2.25990
N -1.17790 -1.59880 -0.61430
C -0.76050 -2.83480 0.04530
C -1.20420 -2.78180 1.52040
C 0.78430 -2.86070 -0.01460
C -1.22510 -4.18960 -0.52850
H -5.14530 -2.73750 -4.78040
H -5.13970 -3.60490 -3.23990
H -3.90610 -3.94540 -4.44680
H -4.10260 -0.62200 -4.89700
H -3.10780 1.53720 -5.02140
H -1.50510 1.72440 -4.28750
H -2.94610 2.22660 -3.40300
H -1.15280 0.50220 -2.03360
H -3.07680 -3.33860 -1.80720
H -0.76570 -1.90330 1.99740
H -0.87610 -3.67690 2.04540
H -2.29090 -2.71460 1.58440
H 1.18390 -1.90910 0.35250
H 1.11340 -3.00100 -1.04530
H 1.17970 -3.67380 0.59260
H -2.27230 -4.38920 -0.30760
H -0.63540 -4.97520 -0.05330
H -1.05430 -4.24080 -1.60180
Cl -2.49830 0.51820 1.66770
C -1.56590 1.88440 2.22730
C -1.48200 2.20460 3.56140
C -0.63520 3.23390 3.95830
C 0.15870 3.86940 3.01480
C 0.08280 3.52500 1.68310
C -0.80770 2.53580 1.23690
C -0.93410 2.14320 -0.14410
H -2.05180 1.64810 4.28860
H -0.56900 3.50340 5.00170
H 0.84870 4.64730 3.31840
H 0.72700 4.00780 0.95630
H -0.39680 2.82470 -0.81550
H -1.98490 2.04840 -0.45750
*
```



No. 4
Below is the molecule C2H4N2Si2 at a distorted geometry, with properties calculated with wB97M-V/def2-TZVPD.

Energy above the lowest of the compared OMol25 structures with the same formula, charge and spin in kJ/mol: 274.0
HOMO-LUMO gap (alpha / beta) in eV: 6.655 / 6.654

Geometry as ORCA input:
```
! RIJCOSX wB97M-V def2-TZVPD def2/J DEFGRID3
* xyz 0 1
C -0.58791 -1.23276 -0.40579
C 0.86554 1.10587 0.49453
N 0.17139 -0.75418 -1.20813
N 0.12653 0.36782 1.14389
Si -1.25801 -0.67704 1.43351
Si 1.27190 0.78231 -1.37528
H -2.46156 0.08127 1.24083
H -1.22675 -1.51511 2.69334
H 2.45609 0.17009 -1.83438
H 0.64278 1.67174 -2.18251
*
```



What did we get for energy? Answer: -41555.2800 -69174.4198 -71235.2578 -20869.9919 eV, in the order shown.